Entry from the Open Molecules 2025 dataset: a structure of composition C57H61CrN8S (ωB97M-V/def2-TZVPD).

Structure (ORCA input):
```
! RIJCOSX wB97M-V def2-TZVPD def2/J DEFGRID3
* xyz -1 5
Cr 0.2670 -0.3385 -0.2781
C -3.5060 3.2693 -3.6344
C -2.2131 4.0287 -3.3261
C -1.4769 3.3426 -2.2270
C -1.4273 3.7599 -0.9172
C -1.7768 5.1193 -0.3996
C -3.2136 5.2348 0.1141
C -0.8600 2.6709 -0.1784
N -0.5294 1.6347 -1.0207
C -0.7934 2.0859 -2.2621
C 1.2395 0.8913 -3.1665
C 1.1954 -0.5764 -3.1079
C 1.5736 -1.4331 -4.1647
C 1.9718 -1.0261 -5.5468
C 3.4860 -0.8451 -5.6942
C 1.4759 -2.7189 -3.6595
C 1.0464 -2.5794 -2.3114
C 1.0404 -3.5914 -1.3655
C 0.9613 -3.3964 -0.0042
N 0.7847 -2.1855 0.6195
C 0.7987 -2.4575 1.9526
C 0.6248 -1.5466 2.9792
C 0.3207 -0.2034 2.8481
N 0.0834 0.4535 1.6744
C -0.2315 1.7327 2.0342
C -0.6431 2.7350 1.1819
C -0.1764 1.8952 3.4618
C 0.1604 0.6758 3.9758
C 0.3405 0.2855 5.4077
C 1.8187 0.1554 5.7852
C -0.4198 3.1696 4.1974
C 0.8423 4.0343 4.2037
C 1.0130 -3.8610 2.1896
C 1.1198 -4.4491 0.9631
C 1.4265 -5.8790 0.6568
C 2.9234 -6.0865 0.4051
C 1.0937 -4.4939 3.5397
C 2.4718 -4.3020 4.1755
N 0.8512 -1.2517 -2.0103
C 1.8315 -4.0004 -4.3381
C 0.5964 -4.8026 -4.7520
H -4.0756 3.7837 -4.4068
H -4.1255 3.1848 -2.7421
H -3.2641 2.2636 -3.9735
H -2.4493 5.0502 -3.0158
H -1.6056 4.0803 -4.2305
H -1.6340 5.8448 -1.2094
H -1.0798 5.3989 0.3974
H -3.9085 4.9742 -0.6804
H -3.4209 6.2595 0.4257
H -3.3794 4.5683 0.9575
H 1.8850 1.1517 -4.0164
H 1.4692 -0.0930 -5.8158
H 1.6353 -1.7935 -6.2520
H 3.8524 -0.0742 -5.0187
H 3.7309 -0.5514 -6.7143
H 4.0020 -1.7763 -5.4628
H 1.2145 -4.5962 -1.7214
H 0.6910 -1.9336 3.9842
H -0.8586 3.6883 1.6363
H -0.1667 -0.6664 5.5930
H -0.1232 1.0378 6.0509
H 2.3167 -0.5473 5.1218
H 1.9305 -0.1889 6.8132
H 2.3169 1.1179 5.6915
H -0.7161 2.9481 5.2261
H -1.2409 3.7128 3.7254
H 1.6653 3.4935 4.6681
H 0.6791 4.9572 4.7582
H 1.1271 4.2768 3.1823
H 0.8651 -6.1997 -0.2233
H 1.1186 -6.5058 1.4978
H 3.2575 -5.4648 -0.4230
H 3.1340 -7.1298 0.1713
H 3.4978 -5.8098 1.2869
H 0.8876 -5.5633 3.4564
H 0.3307 -4.0635 4.1942
H 3.2400 -4.7574 3.5548
H 2.5066 -4.7569 5.1647
H 2.7018 -3.2440 4.2707
H 2.4404 -4.6105 -3.6643
H 2.4327 -3.7846 -5.2241
H -0.0157 -5.0332 -3.8823
H 0.8892 -5.7380 -5.2298
H -0.0026 -4.2254 -5.4523
C 3.1917 0.5723 1.2955
C 2.8315 1.4227 0.1151
C 3.3766 2.7009 -0.0348
C 3.1015 3.4369 -1.1607
C 2.2986 2.8925 -2.1883
C 2.0179 3.6659 -3.3322
C 1.1084 3.4818 -4.3914
C 0.1075 2.5687 -4.5270
C -0.1619 1.5353 -3.4959
S -1.4289 0.3479 -4.0406
C 1.8646 1.5512 -1.9772
N 2.0580 0.8866 -0.8357
H 4.2574 0.3310 1.2608
H 2.6198 -0.3565 1.2693
H 2.9904 1.0894 2.2341
H 4.0049 3.1071 0.7444
H 3.5084 4.4329 -1.2859
H 2.5927 4.5854 -3.3858
H 1.2105 4.2069 -5.1937
H -0.4812 2.5274 -5.4303
C -3.2816 -2.4821 -1.3771
C -2.1342 -1.7075 -1.3852
N -1.5992 -1.1954 -0.2648
C -2.2730 -1.3769 0.8650
C -3.4678 -2.0932 0.9704
C -3.9446 -2.7188 -0.1855
C -4.1496 -2.1968 2.2429
C -4.2729 -1.2024 3.1526
C -3.9851 0.1907 2.9444
C -3.9803 1.1065 4.0134
C -3.8412 2.4390 3.7008
N -3.7078 2.8750 2.4480
C -3.6864 1.9316 1.5143
N -3.8201 0.6431 1.6869
H -3.6501 -2.8923 -2.3061
H -1.6323 -1.4833 -2.3182
H -1.8321 -0.9691 1.7616
H -4.8277 -3.3426 -0.1437
H -4.5983 -3.1575 2.4664
H -4.7182 -1.4336 4.1136
H -4.0895 0.7737 5.0346
H -3.8525 3.2083 4.4650
H -3.5669 2.2627 0.4908
*
```

- Frontier orbital gap (spin up / spin down): 3.8 / 3.6 eV
- Max |F|: 1.77 eV/Å
- HOMO level (spin up / spin down): -2.4057 / -2.3811 eV